A gas-phase ion, C6H8N (charge +1) at a distorted geometry. Source: the Open Molecules 2025 dataset; level of theory: ωB97M-V/def2-TZVPD.

Each atom is followed by the atoms it is bonded to, with distances in Å.
Positions of all 15 atoms, in Å:
1 C -1.420 -0.707 0.906  C5 1.416, N7 1.147
2 C 1.107 -1.147 0.479  C3 1.267, C4 1.387
3 C 1.394 -2.376 0.586  C2 1.267, H8 1.097, H9 1.014
4 C 0.832 0.201 0.309  C2 1.387, C5 1.657, H10 1.164, H11 1.045
5 C -0.780 0.504 0.550  C1 1.416, C4 1.657, C6 1.603, H12 1.104
6 C -1.346 0.922 -0.890  C5 1.603, H13 1.043, H14 1.044, H15 1.064
7 N -1.795 -1.791 0.870  C1 1.147
8 H 1.789 -2.958 1.428  C3 1.097
9 H 1.502 -2.975 -0.226  C3 1.014
10 H 1.473 0.848 1.034  C4 1.164
11 H 1.130 0.573 -0.621  C4 1.045
12 H -0.817 1.348 1.262  C5 1.104
13 H -1.671 0.025 -1.310  C6 1.043
14 H -0.510 1.283 -1.401  C6 1.044
15 H -2.019 1.687 -0.585  C6 1.064

The calculation puts the relative energy (zero: lowest compared OMol25 entry of this formula, charge and spin) at 558.2 kJ/mol. The value obtained for the calculated total energy is -287.7436 Ha. The calculation puts the HOMO-LUMO gap at 8.65 eV. Its total charge is +1.